Here is a 3-piece molecular cluster, C18H44BrN3O5S overall from the OMol25 dataset. Energies are from ωB97M-V/def2-TZVPD.

HOMO-LUMO gap ... 9.07 eV
Electronic energy ... -4224.7511 a.u.
SMILES string ... COCCN(S)C[C@H](C)Br.COCCNCCOC.COCCNCCOC

The geometry in ORCA input format:
```
! wB97M-V def2-TZVPD RIJCOSX def2/J DEFGRID3
* xyz 0 1
C 3.302 -5.306 -0.202
O 1.974 -5.783 -0.114
C 1.404 -6.156 -1.347
C 0.961 -4.978 -2.236
N 0.281 -3.912 -1.493
S 1.115 -2.432 -1.438
C -1.148 -3.758 -1.758
C -2.059 -4.759 -1.044
C -1.649 -5.014 0.391
Br -2.259 -6.463 -2.012
H 3.784 -5.495 0.758
H 3.858 -5.840 -0.983
H 3.334 -4.236 -0.426
H 2.129 -6.756 -1.917
H 0.545 -6.784 -1.115
H 0.275 -5.383 -2.987
H 1.819 -4.563 -2.769
H 1.346 -2.439 -0.115
H -1.431 -2.792 -1.334
H -1.386 -3.734 -2.830
H -3.072 -4.368 -1.114
H -1.514 -4.047 0.886
H -2.400 -5.590 0.928
H -0.688 -5.526 0.433
C -1.211 5.254 -4.233
O -1.063 3.917 -4.656
C 0.257 3.402 -4.519
C 0.252 2.197 -3.607
N -0.139 2.581 -2.264
C -0.242 1.483 -1.314
C -1.290 0.415 -1.584
O -2.625 0.884 -1.499
C -3.189 1.334 -2.713
H -2.250 5.530 -4.405
H -0.975 5.381 -3.171
H -0.567 5.931 -4.806
H 0.915 4.173 -4.106
H 0.627 3.119 -5.508
H 1.263 1.777 -3.574
H -0.398 1.432 -4.060
H -1.022 3.076 -2.309
H -0.431 1.909 -0.328
H 0.735 0.991 -1.253
H -1.184 -0.357 -0.816
H -1.132 -0.078 -2.552
H -2.842 0.731 -3.559
H -2.953 2.380 -2.933
H -4.271 1.233 -2.629
C 0.728 4.998 5.628
O 1.231 3.681 5.676
C 0.290 2.710 6.117
C 0.099 1.654 5.052
N -0.493 2.240 3.864
C -0.666 1.332 2.741
C 0.591 0.724 2.130
O 1.454 1.679 1.542
C 2.459 2.206 2.384
H 1.544 5.639 5.297
H -0.112 5.095 4.932
H 0.391 5.336 6.614
H -0.668 3.192 6.334
H 0.665 2.248 7.034
H -0.574 0.882 5.439
H 1.072 1.173 4.873
H 0.064 3.036 3.576
H -1.202 1.867 1.954
H -1.315 0.508 3.062
H 0.279 0.049 1.327
H 1.149 0.127 2.863
H 2.804 1.459 3.106
H 2.126 3.084 2.945
H 3.296 2.496 1.750
*
```

***

Here is C18H44CeClNO3P2 as an isolated structure in a non-equilibrium geometry from the OMol25 dataset. Energies are from ωB97M-V/def2-TZVPD.

HOMO-LUMO gap (alpha / beta) ... 5.73 / 5.71 eV
Electronic energy ... -2610.5528 a.u.

The geometry in ORCA input format:
```
! wB97M-V def2-TZVPD RIJCOSX def2/J DEFGRID3
* xyz -1 2
Ce -0.828 -0.402 1.132
Cl 0.248 0.334 -1.098
P -3.424 0.496 0.279
C -4.345 -0.016 -1.242
C -4.332 -0.287 1.702
C -3.796 2.316 0.333
C -3.611 -1.131 -2.000
H -4.321 0.887 -1.875
C -5.811 -0.362 -0.945
H -5.875 -1.195 -0.235
H -6.314 -0.678 -1.869
H -6.375 0.482 -0.524
H -2.575 -0.849 -2.239
H -4.153 -1.304 -2.943
H -3.609 -2.074 -1.434
H -3.653 2.602 -0.725
C -2.816 3.135 1.185
C -5.260 2.563 0.706
H -5.929 2.280 -0.115
H -5.428 3.630 0.915
H -5.548 2.003 1.606
H -1.762 2.833 1.060
H -3.066 3.093 2.257
H -2.902 4.194 0.866
C -4.261 -1.826 1.670
H -5.387 -0.003 1.566
C -3.880 0.289 3.055
H -4.454 -2.284 0.690
H -5.042 -2.199 2.359
H -3.290 -2.208 2.035
H -2.807 0.131 3.278
H -4.461 -0.224 3.833
H -4.080 1.363 3.155
H -1.530 -1.875 0.292
H -0.451 1.160 2.003
P 3.686 -0.157 -1.058
C 4.250 1.466 -1.726
C 4.741 -0.638 0.360
C 3.606 -1.423 -2.388
C 3.330 2.566 -1.167
H 4.057 1.379 -2.809
C 5.727 1.788 -1.525
H 6.012 1.766 -0.469
H 5.897 2.799 -1.905
H 6.383 1.108 -2.073
H 2.278 2.262 -1.234
H 3.470 3.483 -1.753
H 3.558 2.809 -0.120
H 3.180 -0.806 -3.204
C 2.578 -2.515 -2.000
C 4.948 -1.994 -2.859
H 5.555 -1.257 -3.406
H 4.759 -2.830 -3.547
H 5.547 -2.363 -2.019
H 1.918 -2.184 -1.187
H 3.057 -3.456 -1.700
H 1.939 -2.730 -2.865
C 4.515 0.332 1.535
H 5.791 -0.554 0.023
C 4.487 -2.079 0.837
H 4.833 1.359 1.311
H 5.095 -0.047 2.386
H 3.457 0.346 1.835
H 3.449 -2.207 1.184
H 5.148 -2.242 1.702
H 4.693 -2.836 0.067
O 0.369 -2.670 4.425
N 0.976 -1.884 3.726
O 2.001 -1.257 3.922
O 0.321 -1.606 2.387
*
```

***

Here is C18H44ClFFeP2 as an isolated structure in a non-equilibrium geometry from the OMol25 dataset. Energies are from ωB97M-V/def2-TZVPD.

HOMO-LUMO gap (alpha / beta) ... 3.13 / 7.75 eV
Electronic energy ... -3218.6503 a.u.

The geometry in ORCA input format:
```
! wB97M-V def2-TZVPD RIJCOSX def2/J DEFGRID3
* xyz -1 6
Fe -0.097 0.124 0.392
Cl 1.615 0.172 -1.101
P 0.219 0.508 3.408
C 0.755 2.165 4.121
C -1.207 0.197 4.564
C 1.516 -0.519 4.279
C 0.300 3.247 3.146
H 1.853 2.090 4.095
C 0.344 2.550 5.558
H -0.739 2.717 5.651
H 0.849 3.502 5.780
H 0.654 1.846 6.340
H 0.752 3.115 2.161
H 0.584 4.243 3.510
H -0.791 3.236 3.027
H 2.448 -0.056 3.924
C 1.454 -1.961 3.771
C 1.533 -0.436 5.816
H 2.014 0.480 6.183
H 2.115 -1.282 6.204
H 0.530 -0.499 6.280
H 1.637 -2.023 2.690
H 0.477 -2.425 3.963
H 2.217 -2.567 4.274
C -2.420 1.044 4.180
H -0.866 0.533 5.552
C -1.602 -1.273 4.685
H -2.247 2.127 4.221
H -3.223 0.813 4.896
H -2.774 0.787 3.169
H -1.704 -1.746 3.694
H -2.579 -1.316 5.187
H -0.910 -1.870 5.291
H 0.072 1.793 0.748
H 0.866 1.515 0.698
P -0.021 -0.509 -3.402
C 1.673 -1.052 -4.115
C -1.115 -1.457 -4.613
C -0.085 1.192 -4.273
C 2.404 -2.146 -3.322
H 2.240 -0.109 -4.024
C 1.680 -1.504 -5.573
H 1.163 -2.464 -5.692
H 2.725 -1.641 -5.869
H 1.228 -0.820 -6.286
H 2.553 -1.902 -2.271
H 3.404 -2.283 -3.775
H 1.871 -3.114 -3.392
H 0.893 1.605 -3.991
C -1.188 2.107 -3.723
C -0.168 1.170 -5.804
H 0.781 0.917 -6.293
H -0.444 2.174 -6.151
H -0.929 0.474 -6.184
H -1.127 2.224 -2.634
H -2.195 1.735 -3.974
H -1.077 3.109 -4.169
C -1.074 -2.957 -4.298
H -0.660 -1.312 -5.608
C -2.546 -0.911 -4.669
H -0.108 -3.426 -4.506
H -1.827 -3.463 -4.917
H -1.309 -3.162 -3.244
H -2.972 -0.758 -3.667
H -3.174 -1.644 -5.193
H -2.637 0.037 -5.206
F -1.602 -0.942 0.482
*
```